1.
11
Properties=species:S:1:pos:R:3:mulliken_charge:R:1 method="wB97M-V/def2-TZVPD" largest_force_ha_per_bohr=0.17365 gap_ev=9.8 total_energy_ha=-430.63045 total_charge=0 homo_ev=-10.165
C 0.3463 0.8227 0.1588 0.396
C 1.6849 0.1839 -0.2655 -0.133
C -1.8783 -0.8020 0.1138 0.233
H 0.3577 2.7185 0.0376 0.257
H 2.7427 0.4572 -0.6214 0.329
H -1.8678 -1.9629 0.5322 0.248
N -0.1973 1.9197 0.1089 -0.478
N 1.6663 -1.1393 -0.2914 -0.182
N -0.4864 -0.4872 0.7331 -0.045
O 0.4315 -1.5846 0.0413 -0.176
O -2.7996 -0.1260 -0.5473 -0.447



2.
15
Properties=species:S:1:pos:R:3:mulliken_charge:R:1 method="wB97M-V/def2-TZVPD" largest_force_ha_per_bohr=0.07812 gap_ev=8.9 total_energy_ha=-735.26660 total_charge=+1 homo_ev=-13.546
C 0.9594 -1.0450 0.0198 -0.051
C 1.8478 -0.1828 0.8527 -0.800
C -0.9791 -1.5086 -1.0720 -0.672
N -1.4910 3.0887 -0.1551 -0.831
N -0.8176 2.3119 0.3612 0.929
N -0.0429 1.5244 0.6826 0.165
N -0.1797 -0.6948 -0.2873 -0.154
S 0.7432 0.9261 1.9041 0.136
H 1.3098 -1.9867 -0.4225 0.343
H 2.2306 -0.6066 1.7225 0.371
H 2.5914 0.3953 0.4556 0.397
H -0.3700 -2.4029 -1.2431 0.211
H -1.3254 -1.1410 -1.9585 0.323
H -1.9625 -1.7030 -0.5820 0.285
H -2.5140 3.0249 -0.2782 0.350



3.
69
Properties=species:S:1:pos:R:3:mulliken_charge:R:1 method="wB97M-V/def2-TZVPD" largest_force_ha_per_bohr=0.01421 gap_ev=6.9 total_energy_ha=-1458.24119 total_charge=+2 homo_ev=-14.298
Hf 0.0593 -0.7555 -0.1637 -1.143
C 4.2229 -3.4149 1.5301 -1.567
C 3.3520 -2.1576 1.3603 0.491
C 3.2199 -1.4285 2.6936 -1.674
C 2.0258 -2.5703 0.7557 0.461
C 0.8325 -2.5983 1.4919 -0.221
C -0.3608 -3.0947 0.9342 -0.770
C -0.3887 -3.6209 -0.3660 0.925
C -1.6300 -4.2592 -0.9195 -1.309
C 0.8078 -3.5800 -1.1006 -0.648
C 1.9726 -3.0619 -0.5628 -0.665
H 5.2048 -3.1290 1.9033 0.441
H 4.3659 -3.9491 0.5910 0.409
H 3.7697 -4.0978 2.2505 0.399
H 3.8580 -1.5056 0.6402 0.372
H 2.8683 -2.1068 3.4736 0.444
H 2.5480 -0.5671 2.6559 0.268
H 4.1975 -1.0641 3.0046 0.415
H 0.8253 -2.2601 2.5192 0.328
H -1.2545 -3.1341 1.5477 0.469
H -2.4092 -3.5240 -1.1231 0.189
H -2.0371 -4.9696 -0.2001 0.409
H -1.4169 -4.7898 -1.8447 0.441
H 0.8180 -3.9634 -2.1133 0.430
H 2.8706 -3.0431 -1.1682 0.638
C -2.4155 -0.8217 -1.7764 -1.444
C -2.7874 0.6317 -2.1205 0.275
C -3.9260 1.1240 -1.2230 -1.386
C -1.6084 1.5942 -2.2081 0.535
C -1.4152 2.3238 -3.3753 -1.187
C -0.3192 3.1623 -3.5156 -1.312
C 0.6307 3.2439 -2.5087 -1.037
C 0.4824 2.5315 -1.3239 0.475
C 1.5971 2.6061 -0.2835 0.401
C 2.0960 1.2592 0.2727 -1.021
C 1.2994 3.5795 0.8618 -1.446
C -0.6773 1.7602 -1.1771 -0.838
N -0.8488 0.9982 0.0283 3.185
C -1.4672 1.5532 1.1565 -0.017
C -2.0908 2.7898 1.2709 -0.145
C -2.6505 3.1511 2.4895 -0.863
C -2.6029 2.3071 3.5937 -0.661
C -1.9851 1.0619 3.5022 -1.053
C -1.4527 0.7624 2.2819 0.009
F -0.7933 -0.4772 2.0445 -0.120
H -3.2596 -1.4803 -1.9885 0.668
H -2.2556 -0.9570 -0.6825 0.330
H -1.5738 -1.1903 -2.3702 0.510
H -3.1867 0.5784 -3.1361 0.785
H -3.6556 1.0948 -0.1676 0.167
H -4.8107 0.5017 -1.3622 0.484
H -4.1955 2.1488 -1.4761 0.383
H -2.1238 2.2254 -4.1885 0.523
H -0.1839 3.7233 -4.4302 0.457
H 1.5116 3.8577 -2.6529 0.540
H 2.4563 3.0113 -0.8235 0.734
H 1.3994 0.8400 1.0275 -0.158
H 3.0185 1.4049 0.8373 0.691
H 2.3438 0.5469 -0.5242 0.352
H 0.5327 3.1968 1.5346 0.207
H 0.9590 4.5366 0.4680 0.382
H 2.2026 3.7612 1.4456 0.491
H -2.1288 3.4528 0.4157 0.611
H -3.1353 4.1132 2.5816 0.482
H -3.0456 2.6102 4.5315 0.440
H -1.9286 0.3778 4.3372 0.542
O 1.5837 0.1602 -4.0779 -0.417
C 1.2238 -0.2683 -3.0700 0.929
N 0.8656 -0.7415 -2.0081 -0.016



4.
90
Properties=species:S:1:pos:R:3:lowdin_spin:R:1 method="wB97M-V/def2-TZVPD" spin_multiplicity=3 largest_force_ha_per_bohr=0.01291 gap_ev="5.8 / 7.0" s_squared=2.008 total_energy_ha=-1804.24711 total_charge=+1 homo_ev="-9.771 / -10.978"
C -0.3453 0.6724 0.5236 0.000
C 0.0163 -0.4966 -0.4141 0.000
C -0.8072 -1.7842 -0.2002 0.000
N -0.0470 -2.9937 0.1677 0.000
C 0.3615 -3.0917 1.4974 0.000
C 0.9233 -2.1251 2.3009 0.000
C 1.2575 -2.4325 3.6123 0.000
C 1.0609 -3.7129 4.1521 0.000
C 1.4138 -4.0231 5.5906 0.000
I 1.9793 -6.0851 5.8533 0.000
C 2.4996 -3.1249 6.1855 0.000
C 3.8201 -3.0891 5.4019 0.000
C 0.4930 -4.6348 3.3191 0.000
N 0.1589 -4.3042 2.0616 0.000
H -0.8252 1.4906 -0.0149 0.000
H 0.5438 1.0995 0.9941 0.000
H -1.0176 0.3569 1.3273 0.000
H -0.1025 -0.1813 -1.4528 0.000
H 1.0788 -0.7455 -0.3051 0.000
H -1.3307 -2.0451 -1.1237 0.000
H -1.5837 -1.6400 0.5564 0.000
H 0.7113 -3.1632 -0.4857 0.000
H 1.1010 -1.1348 1.9038 0.000
H 1.6959 -1.6582 4.2312 0.000
H 0.5058 -3.9335 6.1905 0.000
H 2.0971 -2.1139 6.3155 0.000
H 2.6893 -3.4899 7.1970 0.000
H 3.9320 -3.9784 4.7753 0.000
H 4.6726 -3.0470 6.0816 0.000
H 3.8813 -2.2235 4.7367 0.000
H 0.2974 -5.6525 3.6315 0.000
H -0.2720 -4.9987 1.4589 0.000
C 1.4650 5.1565 3.9151 0.003
C 0.8921 5.5970 2.5584 0.026
C 0.4327 7.0600 2.5791 0.017
C -0.8652 7.2873 3.3466 0.001
C -1.9731 6.3945 2.7943 0.016
C -1.6031 4.9096 2.8018 0.025
N -0.2660 4.7419 2.1247 0.387
O -0.3658 4.6582 0.8519 0.514
C -1.6185 4.3661 4.2373 0.004
C -2.6225 4.1043 2.0045 -0.001
C 2.0104 5.4390 1.5354 -0.001
H 2.1429 4.3125 3.7772 0.001
H 2.0371 5.9741 4.3542 0.000
H 0.7231 4.8525 4.6409 0.000
H 0.2903 7.3912 1.5461 0.002
H 1.2405 7.6648 2.9958 0.002
H -0.7161 7.1110 4.4157 0.000
H -1.1636 8.3320 3.2488 0.001
H -2.8941 6.5178 3.3691 0.002
H -2.1945 6.6980 1.7669 0.002
H -1.1252 3.3944 4.2937 0.002
H -2.6554 4.2368 4.5481 0.000
H -1.1607 5.0335 4.9618 0.000
H -2.7453 4.4886 0.9965 0.000
H -3.5849 4.1573 2.5150 0.000
H -2.3230 3.0566 1.9386 0.000
H 2.2790 4.3892 1.4129 0.000
H 2.8849 5.9787 1.9038 0.000
H 1.7370 5.8385 0.5631 0.000
C -1.1514 -3.9231 -3.9908 0.003
C -0.2821 -2.7728 -4.5261 0.026
C -1.0780 -1.4668 -4.6435 0.017
C -2.0503 -1.4486 -5.8189 0.001
C -1.3113 -1.7448 -7.1229 0.016
C -0.5429 -3.0686 -7.0911 0.025
N 0.3238 -3.0868 -5.8585 0.384
O 1.4521 -2.5104 -6.0287 0.519
C -1.5182 -4.2525 -7.1510 0.004
C 0.3796 -3.1790 -8.2985 -0.001
C 0.8551 -2.5775 -3.5316 -0.001
H -0.5210 -4.6861 -3.5304 0.001
H -1.8371 -3.5450 -3.2296 0.000
H -1.7470 -4.4215 -4.7428 0.000
H -0.3704 -0.6405 -4.7642 0.002
H -1.6066 -1.2979 -3.7003 0.002
H -2.8620 -2.1636 -5.6573 0.000
H -2.5176 -0.4650 -5.8847 0.001
H -2.0088 -1.7780 -7.9626 0.002
H -0.6078 -0.9316 -7.3241 0.002
H -1.0198 -5.1845 -6.8820 0.001
H -1.8812 -4.3498 -8.1737 0.000
H -2.3974 -4.1289 -6.5238 0.000
H 1.0426 -2.3235 -8.3835 0.000
H -0.2329 -3.2334 -9.1990 0.000
H 0.9899 -4.0805 -8.2401 0.000
H 1.5112 -3.4485 -3.5092 0.000
H 0.4139 -2.4457 -2.5398 0.000
H 1.4587 -1.7028 -3.7577 0.000



5.
14
Properties=species:S:1:pos:R:3:mulliken_charge:R:1 method="wB97M-V/def2-TZVPD" largest_force_ha_per_bohr=0.07399 gap_ev=9.4 total_energy_ha=-357.86810 total_charge=0 homo_ev=-8.530
C -0.1840 1.3550 -2.2856 0.119
C 1.5337 -1.1962 -0.1476 -0.722
C -1.5860 -0.0207 1.1171 -0.907
N 0.1277 0.9493 -0.1341 -1.089
N 0.3599 -1.1283 0.6106 -0.762
N -0.2608 -0.0728 0.4814 1.335
O 0.7327 1.9211 -2.6565 -0.185
H 1.8654 -2.2178 -0.3313 0.317
H 1.5894 -0.5948 -1.0235 0.224
H 2.3025 -0.8569 0.4202 0.373
H -2.3028 -0.6433 0.7127 0.366
H -1.7088 -0.2836 2.1532 0.345
H -2.0462 1.0029 1.1924 0.279
H -0.4229 1.7862 -0.1090 0.308



6.
61
Properties=species:S:1:pos:R:3:lowdin_spin:R:1 method="wB97M-V/def2-TZVPD" spin_multiplicity=5 largest_force_ha_per_bohr=0.09723 gap_ev="5.1 / 3.8" s_squared=6.016 total_energy_ha=-3342.87617 total_charge=+2 homo_ev="-13.098 / -13.096"
C 2.4341 0.3633 2.5419 0.001
C 1.5931 -0.6948 1.7250 0.000
N 0.4532 -1.0014 2.1767 0.000
C 2.2514 -1.3324 0.4722 0.000
C 1.4684 -1.2210 -0.8872 0.019
C 2.1059 -2.4004 -1.7440 0.010
C 3.6394 -2.6084 -1.5704 0.000
O 4.1511 -3.6225 -1.8969 0.001
C -0.1211 -1.3744 -0.8406 0.000
C -0.7334 -2.7759 -0.6143 0.000
C -1.5782 -2.7912 0.7722 0.000
C -1.2355 -4.0981 1.7383 0.013
O -2.5399 -3.8109 0.8833 -0.003
O -0.8303 -0.2800 -0.3128 0.000
C -2.1622 -0.0988 -0.8491 0.000
C -3.0451 0.5313 0.2979 0.000
N -3.7690 1.7373 -0.1231 0.000
C -3.6998 2.8397 0.8376 0.000
C -2.3378 3.6107 0.8920 0.002
C -1.6188 3.7406 -0.4818 0.007
O -1.4482 3.1316 1.9178 0.000
O -0.3752 -1.1877 -2.2905 0.001
C 0.3706 -0.1804 -2.8442 0.012
O 0.2036 0.3576 -3.8551 0.006
C 1.5517 0.0340 -1.7716 0.109
S 2.9912 0.2447 -2.9453 0.054
P 1.3796 1.8020 -1.1400 0.500
C 3.1211 2.5134 -0.9929 0.086
O 0.8260 1.9261 0.3838 0.160
H 1.9402 1.3464 2.5971 0.001
H 2.5436 -0.0602 3.5631 0.000
H 3.4524 0.3827 2.1089 0.000
H 0.2486 -0.4438 3.0117 0.000
H 2.4387 -2.3861 0.7728 0.000
H 3.2014 -0.7772 0.3309 0.000
H 1.6715 -3.3900 -1.4859 0.002
H 1.9298 -2.2938 -2.8340 0.000
H 4.3248 -1.8134 -1.1632 0.000
H -0.0284 -3.5853 -0.3753 0.000
H -1.4710 -3.0886 -1.3750 0.000
H -1.7643 -1.8158 1.2881 0.000
H -1.9204 -4.7000 2.3812 -0.002
H -1.0799 -3.3185 2.5858 0.001
H -2.1021 0.6148 -1.6979 0.000
H -2.6799 -1.0159 -1.1787 0.000
H -3.8268 -0.2285 0.5533 0.000
H -2.4503 0.6583 1.2288 0.000
H -3.5567 2.0239 -1.0718 0.000
H -3.9289 2.4863 1.8630 0.000
H -4.4963 3.5640 0.5563 0.000
H -2.5795 4.6499 1.2082 0.000
H -1.4308 2.7365 -0.9219 0.006
H -0.7008 4.3477 -0.3708 0.001
H -2.3162 4.2769 -1.1648 0.000
H -1.1179 2.2549 1.6750 0.000
H 2.5960 1.2298 -3.8191 0.006
H 3.8400 1.7705 -0.6063 0.012
H 3.0218 3.2944 -0.1986 0.000
H 3.4367 3.0267 -1.9146 0.002
H 1.4581 2.4691 0.8923 0.002
Fe -1.6988 -5.5698 4.0826 2.992



7.
15
Properties=species:S:1:pos:R:3:mulliken_charge:R:1 method="wB97M-V/def2-TZVPD" largest_force_ha_per_bohr=0.04745 gap_ev=9.2 total_energy_ha=-378.88305 total_charge=0 homo_ev=-8.511
C 1.8517 0.9396 -0.1073 -0.518
N 0.7894 1.1020 -0.7831 -0.169
C -1.5204 -0.2807 0.2108 0.435
N -2.0609 0.9017 -0.1426 -0.531
C -0.9534 -1.2957 0.5545 -0.220
O 0.7030 0.3183 -1.9363 -0.363
O -0.7447 -2.6018 0.6441 -0.512
H -0.2253 0.3973 -2.2079 0.357
H -1.1262 -3.0680 -0.1102 0.328
H -2.7789 1.2337 0.4907 0.270
H -1.3575 1.6185 -0.3000 0.319
H 0.9653 -0.6815 1.6216 -0.358
H 2.7423 0.4981 -0.5474 0.299
H 1.7035 -0.7643 1.9562 0.328
H 2.0122 1.6829 0.6569 0.335



8.
12
Properties=species:S:1:pos:R:3:mulliken_charge:R:1 method="wB97M-V/def2-TZVPD" largest_force_ha_per_bohr=0.09974 gap_ev=10.4 total_energy_ha=-572.08095 total_charge=0 homo_ev=-9.307
C -1.2917 0.8837 -1.3926 -0.895
C -0.4792 -0.2446 -0.6911 -0.168
O 0.3867 0.3896 0.1231 -0.187
O 1.1232 -0.7097 0.7429 -0.211
P 2.0756 -0.2687 2.0070 -0.004
H -0.9350 1.8056 -0.8852 0.272
H -1.0713 0.9821 -2.4271 0.263
H -2.3722 0.9626 -1.1999 0.295
H 0.1301 -0.8265 -1.2879 0.334
H -1.2994 -0.9758 -0.1833 0.194
H 1.1365 -0.4868 3.1812 0.049
H 2.5969 -1.5114 2.0129 0.058